No. 1
An isolated molecule of C20H24N6O3, computed with ωB97M-V with the def2-TZVPD basis set.

```
53
Properties=species:S:1:pos:R:3:mulliken_charge:R:1
C -5.61 -3.19 -1.77 -0.756
O -5.09 -2.33 -0.79 -0.236
C -5.77 -1.10 -0.71 -0.521
C -5.14 -0.26 0.39 -0.893
N -3.75 0.01 0.11 -0.084
C -2.76 -0.38 0.96 0.332
O -2.97 -0.79 2.08 -0.707
C -1.38 -0.19 0.42 1.300
C -0.33 -0.69 1.12 -1.238
C 1.05 -0.61 0.74 1.036
C 1.66 0.47 0.05 0.342
N 1.21 1.74 0.10 0.213
C 0.47 2.30 1.21 -0.666
H 0.01 1.52 1.80 0.477
H 1.18 2.85 1.85 0.404
C -0.59 3.29 0.70 -0.847
N -0.05 4.31 -0.17 0.043
C 0.66 5.37 0.51 -0.935
H 1.56 5.04 1.05 0.317
H 0.96 6.12 -0.22 0.327
H -0.01 5.84 1.23 0.330
C 0.69 3.69 -1.25 -1.018
H 1.13 4.47 -1.88 0.465
H -0.02 3.10 -1.84 0.316
C 1.80 2.75 -0.75 -0.593
H 2.28 2.25 -1.59 0.460
H 2.56 3.31 -0.20 0.286
H -1.08 3.77 1.55 0.384
H -1.35 2.75 0.13 0.318
N 2.78 0.27 -0.67 -0.494
C 3.43 -0.85 -0.58 0.366
N 3.09 -1.83 0.33 0.098
C 3.86 -2.93 0.50 -0.220
C 4.99 -3.13 -0.23 -0.707
C 5.36 -2.17 -1.20 -0.200
C 4.60 -1.06 -1.37 -0.878
H 4.84 -0.30 -2.09 0.450
H 6.25 -2.33 -1.79 0.412
H 5.59 -4.01 -0.07 0.402
H 3.49 -3.62 1.25 0.434
C 1.84 -1.77 1.04 -0.013
O 1.54 -2.69 1.77 -0.686
H -0.56 -1.31 1.98 0.491
C -1.23 0.43 -0.82 -0.207
N -1.14 0.91 -1.87 -0.667
H -3.51 0.25 -0.84 0.231
H -5.16 -0.80 1.34 0.412
H -5.69 0.68 0.49 0.303
H -5.71 -0.57 -1.68 0.382
H -6.84 -1.27 -0.48 0.397
H -5.01 -4.10 -1.73 0.225
H -5.56 -2.75 -2.77 0.317
H -6.66 -3.44 -1.55 0.294
```

Calculated values
ΔE to the lowest compared entry with this formula, charge and spin ... 82.53 kcal/mol
Multiplicity ... 1
Electronic energy ... -36212.20909 eV

***

No. 2
An isolated molecule of C5H4INOS, computed with ωB97M-V with the def2-TZVPD basis set.

```
13
Properties=species:S:1:pos:R:3:mulliken_charge:R:1
C 1.19 0.68 -0.01 -0.703
C 0.29 1.37 0.75 -0.070
C -0.32 -0.89 -0.95 -0.180
C -0.35 -1.70 1.54 0.254
C -1.18 -0.97 0.30 -0.506
N 0.75 -0.23 -0.95 -0.475
O 0.81 -1.74 1.68 -0.369
S -1.33 0.74 0.89 -0.038
I -1.70 -1.91 3.23 0.003
H 2.12 0.94 -0.08 0.564
H 0.42 2.28 1.18 0.478
H -0.42 -1.30 -1.92 0.455
H -2.05 -1.41 0.12 0.586
```

Calculated values
ΔE to the lowest compared entry with this formula, charge and spin ... 0.00 kcal/mol
Multiplicity ... 1
Electronic energy ... -27720.88314 eV

***

No. 3
A structure of composition C18H16Cl2F3N2O6PtS, computed with ωB97M-V with the def2-TZVPD basis set.

```
49
Properties=species:S:1:pos:R:3:mulliken_charge:R:1
Pt 0.92 0.12 -0.81 1.126
N -1.37 1.17 2.31 -0.311
C -0.72 0.53 1.38 0.722
O 0.09 1.19 0.64 -0.598
C -0.82 -0.94 1.16 -0.724
C -0.48 -1.24 -0.30 -0.908
H -1.26 2.17 2.41 0.261
H -2.04 0.69 2.90 0.233
H -1.80 -1.33 1.45 0.462
H -0.07 -1.40 1.81 0.393
H -1.32 -1.05 -0.98 0.454
H -0.11 -2.25 -0.44 0.498
Cl -3.88 5.51 -3.26 -0.177
C -4.61 4.20 -2.40 1.120
C -5.99 4.17 -2.26 -0.680
C -6.60 3.10 -1.63 -0.401
C -5.84 2.06 -1.13 -0.743
C -4.46 2.12 -1.25 0.870
Cl -3.51 0.81 -0.60 -0.210
C -3.80 3.18 -1.88 -1.380
N -2.41 3.20 -2.05 0.135
C -1.61 4.19 -1.43 0.702
C -2.13 5.03 -0.45 -0.295
C -1.33 6.00 0.13 -0.789
C 0.00 6.13 -0.24 -0.753
C 0.52 5.29 -1.21 -0.589
C -0.28 4.33 -1.82 0.321
C 0.33 3.44 -2.89 -1.251
C 0.76 2.18 -2.22 1.052
O 1.88 1.95 -1.74 -0.641
O -0.16 1.25 -2.02 -0.696
H -6.57 4.98 -2.67 0.447
H -7.68 3.07 -1.54 0.384
H -6.29 1.21 -0.64 0.425
H -2.00 2.28 -2.03 0.173
H -3.16 4.94 -0.15 0.534
H -1.75 6.66 0.88 0.442
H 0.63 6.89 0.21 0.423
H 1.55 5.39 -1.52 0.452
H 1.20 3.91 -3.33 0.533
H -0.41 3.21 -3.66 0.375
F 5.28 -1.48 -0.51 -0.188
C 4.46 -1.00 -1.42 0.739
F 4.86 -1.32 -2.64 -0.189
F 4.36 0.31 -1.31 -0.185
S 2.79 -1.75 -1.14 1.169
O 2.91 -3.15 -1.21 -0.492
O 1.88 -1.08 -2.15 -0.608
O 2.29 -1.14 0.15 -0.640
```

Calculated values
Charge ... +1
Multiplicity ... 1
Electronic energy ... -81464.23807 eV

***

No. 4
An isolated molecule of C4H6O2, computed with ωB97M-V with the def2-TZVPD basis set.

```
12
Properties=species:S:1:pos:R:3:mulliken_charge:R:1
O 2.21 -0.62 1.22 -0.493
C 2.03 0.05 0.22 0.041
C 0.72 0.55 -0.21 -0.537
C -0.38 0.32 0.55 -0.109
C -1.67 0.10 -0.14 -0.268
O -1.26 -1.23 -0.50 -0.480
H 2.87 0.27 -0.47 0.321
H -0.35 -1.03 -0.83 0.407
H 0.64 1.10 -1.14 0.352
H -0.30 -0.12 1.54 0.273
H -2.58 0.06 0.47 0.278
H -1.85 0.72 -1.03 0.215
```

Calculated values
ΔE to the lowest compared entry with this formula, charge and spin ... 58.50 kcal/mol
Multiplicity ... 1
Electronic energy ... -8337.92451 eV

***

No. 5
A cluster of 5 separate species, H10O5 in total, computed with ωB97M-V with the def2-TZVPD basis set.

```
15
Properties=species:S:1:pos:R:3:mulliken_charge:R:1
O -0.87 0.11 -2.02 -0.626
H -0.32 0.67 -1.44 0.319
H -1.44 -0.45 -1.51 0.331
O 1.05 0.23 0.12 -0.582
H 1.69 -0.48 0.06 0.257
H 1.56 1.04 0.00 0.288
O -0.21 2.62 1.64 -0.643
H -0.45 3.57 1.43 0.322
H -0.86 2.08 1.14 0.347
O -1.41 -0.18 1.11 -0.679
H -1.28 -0.36 2.06 0.313
H -0.50 0.01 0.71 0.337
O 1.08 -2.69 -0.74 -0.565
H 0.73 -2.57 -1.61 0.306
H 1.23 -3.59 -0.95 0.276
```

Calculated values
ΔE to the lowest compared entry with this formula, charge and spin ... 28.45 kcal/mol
Multiplicity ... 1
Electronic energy ... -10399.61579 eV

***

No. 6
A cluster of 4 separate species, C15H35FO10S5 in total, computed with ωB97M-V with the def2-TZVPD basis set.

```
66
Properties=species:S:1:pos:R:3:mulliken_charge:R:1
O -2.77 2.14 0.57 -0.583
S -3.58 1.31 1.42 1.324
O -4.63 1.91 2.17 -0.714
O -4.26 0.19 0.50 -0.525
C -2.54 0.39 2.56 -0.954
C -1.03 0.66 2.44 -0.045
C -0.27 -0.36 1.58 -0.963
C -0.81 -0.44 0.16 -0.745
C -0.05 -1.34 -0.83 1.057
C 0.88 -0.60 -1.77 -1.447
C 0.22 0.46 -2.69 -0.473
C -1.28 0.38 -2.92 -0.141
F -1.60 -0.64 -3.81 -0.312
C -0.87 -2.48 -1.53 0.088
O -0.42 -3.75 -1.08 -0.310
S 0.36 -3.58 0.30 1.166
O 1.41 -4.53 0.38 -0.653
O -0.60 -3.54 1.35 -0.605
O 0.93 -2.17 -0.01 -0.518
H -3.81 0.21 -0.35 0.353
H -2.92 0.70 3.53 0.493
H -2.75 -0.67 2.45 0.391
H -0.64 0.54 3.45 0.363
H -0.84 1.68 2.13 -0.069
H -0.34 -1.31 2.09 0.455
H 0.77 -0.04 1.55 0.202
H -0.75 0.58 -0.23 0.548
H -1.86 -0.75 0.14 0.217
H 1.46 -1.32 -2.34 0.501
H 1.58 -0.06 -1.12 0.384
H 0.67 0.36 -3.68 0.473
H 0.46 1.46 -2.34 0.165
H -1.86 0.24 -2.01 -0.041
H -1.62 1.31 -3.38 0.418
H -1.93 -2.29 -1.38 0.247
H -0.59 -2.43 -2.58 0.333
C 2.96 3.92 -0.77 -1.098
S 2.10 3.02 0.53 0.463
O 1.22 2.03 -0.16 -0.494
C 1.05 4.37 1.05 -0.923
H 3.65 3.22 -1.25 0.359
H 2.24 4.30 -1.49 0.291
H 3.53 4.73 -0.32 0.414
H 0.45 4.71 0.20 0.404
H 1.67 5.18 1.44 0.417
H 0.40 3.99 1.84 0.129
C 0.54 2.69 6.58 -1.015
S 0.77 3.73 5.14 0.380
O 0.49 2.87 3.95 -0.434
C 2.56 3.85 5.27 -0.971
H -0.52 2.46 6.65 0.317
H 1.11 1.77 6.47 0.305
H 0.85 3.24 7.47 0.421
H 2.99 2.85 5.25 0.306
H 2.81 4.37 6.20 0.413
H 2.91 4.43 4.42 0.271
C 0.67 -4.90 -6.50 -1.028
S -0.44 -4.61 -5.11 0.458
O 0.26 -3.67 -4.20 -0.533
C -0.28 -6.24 -4.39 -0.968
H 0.74 -3.97 -7.06 0.325
H 1.65 -5.19 -6.12 0.310
H 0.25 -5.68 -7.14 0.401
H 0.77 -6.44 -4.16 0.303
H -0.66 -6.99 -5.08 0.408
H -0.86 -6.25 -3.47 0.291
```

Calculated values
Multiplicity ... 1
Electronic energy ... -93488.30049 eV